1.
ORCA calculation (ωB97M-V with the def2-TZVPD basis set) on a cluster of 2 separate species, C2H7OS in total in a non-equilibrium geometry.

Output
* energy above the lowest of the compared OMol25 structures with the same formula, charge and spin: 15.5 kcal per mole
* charge: -1
* total energy: -553.839218 Ha
* LUMO energy: 3.8971 eV
* molar mass: 79.14 Da
* HOMO: -2.27 eV

```
11
Properties=species:S:1:pos:R:3:forces:R:3
S -0.8159 0.7073 1.4760 0.2 0.0 0.3
O 3.8429 1.7453 0.3492 0.5 1.9 -0.2
C -1.2175 -1.2615 -0.5024 0.2 -0.5 1.8
C -1.6068 0.1444 -0.0286 -0.6 -0.4 -1.1
H -1.3834 0.8111 -0.8695 0.1 0.2 0.0
H -1.7648 -1.6211 -1.3700 0.4 0.2 -0.7
H -1.4735 -2.0112 0.2634 -0.2 0.3 0.2
H -0.1253 -1.3324 -0.4587 0.0 0.0 -1.0
H 3.1584 1.8106 1.0149 -0.3 -0.8 0.0
H 4.0926 0.8695 0.1219 -0.3 -1.2 0.2
H -2.7068 0.1378 0.0037 0.0 0.2 0.4
```
Forces are in eV/Å.

2.
ORCA calculation (ωB97M-V with the def2-TZVPD basis set) on a cluster of 8 separate species, C59H95ClNO21 in total in a non-equilibrium geometry.

Output
* charge: +1
* total energy: -4399.177802 Ha
* LUMO energy: -4.7448 eV
* molar mass: 1189.85 Da
* HOMO: -11.62 eV

```
177
Properties=species:S:1:pos:R:3:forces:R:3
Cl -6.1667 -6.4157 1.6252 0.5 1.9 0.1
O 5.2880 3.7687 6.1664 -0.6 -1.3 0.2
O -7.9603 -8.7924 -0.6686 0.0 0.8 -1.1
O 4.8227 -1.2765 -6.5285 -0.1 -1.0 -0.4
O 4.3783 -3.3834 -7.3099 1.6 1.7 1.2
O 3.2004 3.1432 6.7404 0.8 -0.8 -0.2
O -11.8272 -1.8738 -1.7671 2.1 -1.3 1.4
O 4.8975 2.4166 -5.5302 -1.5 0.7 -1.3
O 2.6589 2.7676 -5.8656 1.3 -0.2 0.1
O -10.3229 -2.0290 -0.0466 -0.4 0.1 -0.6
O 0.6562 2.9111 9.2425 0.8 0.4 0.5
O 5.3960 6.7791 -5.4710 -0.6 -0.6 -1.1
O 6.3833 -2.8889 -6.3190 -1.2 -0.1 -0.5
O 4.8036 1.5425 6.4021 -0.8 2.4 0.0
O -9.1152 -9.2455 -2.5501 0.7 1.0 0.2
O -7.7471 -7.4096 -2.4821 -0.9 -2.1 1.0
O 2.1563 1.6022 10.2987 -0.1 1.4 -0.2
O 4.1630 5.9838 -7.2299 2.0 0.3 1.3
O -10.3834 -3.6455 -1.6158 -0.6 1.1 0.2
O 2.4562 3.8729 10.2827 -1.4 -2.0 -0.8
O 4.1087 3.1762 -7.5419 0.3 -0.9 1.7
O 6.3801 5.4536 -7.0052 -1.2 0.3 0.0
N -5.0014 -0.0139 1.8812 1.7 -2.6 -3.3
C 5.1597 6.1856 6.3874 0.0 0.5 -0.1
C 3.9728 2.7542 -6.2470 1.2 -0.2 0.3
C 2.3489 -1.7136 4.0308 0.4 -0.8 -0.2
C -3.9728 0.6846 0.9732 0.0 -3.0 -0.9
C 3.4236 -2.6834 3.2244 0.3 0.4 0.5
C -5.6983 0.7399 3.0137 0.1 1.4 0.4
C 3.7505 -2.1797 1.6983 -0.6 -1.0 0.0
C 2.8005 3.1766 -8.0944 -0.4 0.6 -1.1
C 2.6058 2.7603 -2.6392 0.3 -0.3 0.0
C 7.0105 -1.6445 -6.0459 0.9 0.2 0.6
C 0.3888 1.5670 8.8851 -0.7 -0.3 -0.4
C 2.3601 0.3522 -3.9802 0.5 -0.5 -0.4
C 5.8366 -0.7916 -5.6667 0.2 1.0 0.1
C 3.2988 4.5450 6.9173 -0.7 0.7 0.2
C 2.3844 -1.9964 0.7577 1.5 -0.6 -0.2
C 0.2383 3.5606 0.3545 -0.2 -1.1 2.1
C -4.5112 -4.6635 3.1134 -0.3 0.0 0.4
C -2.3325 2.0746 -1.7723 -0.6 0.2 -0.5
C -4.6231 -2.4164 0.5780 0.5 3.5 0.8
C 2.7270 -0.1138 3.9758 -0.3 0.0 0.9
C 4.4425 4.8995 6.0141 0.3 1.1 0.0
C -6.6083 3.5768 2.4244 2.2 -9.6 0.9
C -8.2313 -8.3916 -1.9490 0.9 1.6 -1.1
C 1.1964 2.3945 -0.2852 1.0 1.8 -0.6
C 7.3984 6.0091 -6.1925 0.8 -0.4 0.1
C 1.8140 2.8863 9.9711 1.4 1.6 0.6
C 4.4613 2.7108 6.4320 0.9 -2.0 0.0
C 5.2162 6.0632 -6.6237 -1.6 -0.1 -1.0
C -9.2163 -10.3706 -1.6959 -0.7 -0.7 -0.1
C -1.3343 3.0561 0.6206 0.3 1.7 0.4
C 2.9641 -1.8262 -0.7978 -0.6 0.2 0.4
C 2.2435 -1.1908 -3.3930 -0.7 0.4 0.1
C -2.3183 3.2765 -0.6676 0.2 0.1 0.2
C 7.2947 7.4666 -4.1188 0.3 0.1 0.4
C -8.4164 -10.7625 0.6794 -0.2 -0.3 0.4
C 1.1451 2.5726 -1.9194 -0.6 -0.1 -0.1
C -8.8513 -5.2905 -0.6921 0.4 -0.1 0.1
C 1.9619 3.4622 -6.8842 -1.0 0.2 -0.2
C -9.1916 -3.8199 -0.8636 0.5 -1.1 0.1
C -5.6289 -4.6251 1.9075 0.7 0.4 0.4
C 1.7841 -1.2583 -1.8043 1.0 0.0 0.1
C 2.6656 4.2031 -9.2061 -0.3 0.1 -0.5
C 3.3016 1.3354 -3.0556 0.4 0.1 0.3
C -8.9367 -9.7729 -0.3490 -0.1 -0.8 0.9
C 1.4003 -0.6215 9.6742 -0.2 -0.5 0.1
C 6.6485 6.3668 -4.9439 0.7 0.5 0.9
C -5.0076 -4.0222 0.5008 1.2 0.0 0.2
C -3.5026 -1.6951 -0.4311 -2.2 2.2 3.3
C -3.1539 -0.0721 -0.2270 -2.8 -2.8 2.1
C -6.2488 2.2094 2.5114 -2.0 8.8 0.4
C -9.5342 -3.1117 0.4133 0.4 0.2 0.5
C -5.3479 -1.4938 1.7285 2.7 0.9 -2.6
C 1.0139 0.8071 10.0170 0.0 -1.2 0.0
C -10.9260 -2.4611 -1.1962 -2.1 1.1 -1.5
C 8.0642 -1.7783 -4.9598 0.4 0.2 0.1
C -2.0136 0.5753 -1.2063 0.0 -0.2 0.2
C 1.3929 0.7644 3.5984 -0.9 0.4 0.0
C 5.1265 -2.5885 -6.7702 -1.4 -1.7 -1.0
C 0.8927 1.7552 4.8465 -0.3 0.0 -0.4
H 5.5047 -0.9389 -4.6331 0.2 -0.1 0.0
H 7.7673 -1.2707 -4.0361 -0.1 -0.2 -0.1
H -1.7328 3.7960 1.4693 0.7 -1.6 -1.8
H -8.2700 -11.7596 0.2512 0.1 0.2 0.0
H 3.8934 -1.0984 -0.7123 -2.0 -1.3 -0.4
H 1.5090 1.4163 2.6078 0.0 -1.4 2.2
H 6.0180 0.2737 -5.8383 -0.2 -0.2 0.0
H -6.5682 0.0606 3.4142 1.6 1.6 -1.0
H -1.5446 2.3122 -2.6180 -1.6 -0.6 1.8
H 2.4549 -0.8210 9.8868 -0.2 0.2 0.0
H 3.6601 0.8211 -2.0415 -1.0 0.8 -2.2
H -3.7859 1.8165 1.1981 -0.6 -2.4 -0.4
H -5.6523 -4.2643 -0.4468 1.0 0.6 2.0
H 4.3565 -3.0619 1.1760 -1.1 2.0 1.1
H -8.3863 -3.3080 -1.4058 -0.1 0.1 0.1
H 0.9755 1.3100 0.0948 0.2 2.1 -0.7
H 0.6714 3.7815 1.4449 -1.0 -0.4 -2.3
H 8.1891 7.8711 -4.6040 -0.2 0.0 0.0
H -4.8855 0.8321 3.8809 -1.9 0.2 -1.9
H 3.5004 4.7416 7.9759 0.1 0.1 -0.1
H -5.1055 -4.7296 4.1400 1.4 0.0 -2.2
H -7.0608 4.6708 2.3371 1.2 -3.0 0.0
H -6.1430 -1.9464 2.4947 2.0 1.3 -1.9
H 1.6852 1.7970 5.7067 -1.5 0.1 -1.9
H -8.9689 -5.6200 0.3455 -0.1 0.1 -0.1
H -3.8363 -3.6811 3.1494 -1.5 -2.1 -0.2
H 1.2795 0.7938 -4.1856 2.2 -0.9 0.6
H 4.2784 1.5505 -3.6733 -2.0 -0.3 1.4
H 1.9315 4.5234 -6.6137 0.1 0.0 -0.3
H 0.8592 1.3722 7.9151 0.1 -0.2 0.2
H -3.8308 -5.6281 3.0086 -1.5 2.2 0.1
H 3.0549 0.1825 5.0843 -0.6 -0.5 -2.5
H 5.0210 6.9318 5.5987 0.1 -0.1 0.1
H -2.9626 -2.3302 -1.2775 -1.3 1.5 2.0
H 2.9883 -3.7894 3.2348 1.0 2.3 -0.1
H 7.8165 6.8763 -6.7152 0.0 0.1 0.2
H 2.2113 3.7398 -10.0877 0.1 0.0 0.1
H 4.4315 -1.2221 1.7087 -1.5 -1.8 -0.1
H 1.7543 -2.9976 0.8922 1.2 2.2 -0.4
H -1.8543 -0.1665 -2.1242 -0.6 1.5 2.1
H 3.6745 0.1317 3.3013 -2.3 -0.6 1.2
H -3.9699 -4.5881 0.3442 -2.2 1.2 0.3
H -7.8031 -5.4635 -0.9557 -0.3 -0.1 0.0
H -0.9985 0.5642 -0.6105 -2.0 0.1 -1.1
H 0.2606 4.5890 -0.2074 0.0 -2.2 0.8
H 3.6354 4.6155 -9.5002 -0.2 -0.1 0.2
H -6.5889 -4.0703 2.2849 1.8 -1.1 -1.0
H 0.4917 3.5432 -2.1531 1.4 -2.1 0.5
H 4.1309 4.9340 4.9624 -0.1 -0.1 0.1
H 3.3795 -2.8476 -1.2141 -0.9 1.9 0.9
H 2.3668 5.0409 6.6300 0.1 -0.3 0.1
H 0.4562 0.0575 3.3884 2.2 1.3 0.3
H 3.2751 -1.7387 -3.5277 -2.1 0.9 0.2
H 1.2831 -1.9605 3.5531 2.2 0.8 1.1
H 1.5469 -0.1544 -1.4747 0.1 -2.3 -0.5
H 2.3317 -2.0490 5.1758 -0.1 0.6 -2.6
H 0.8642 -1.9911 -1.6739 1.7 1.7 -0.3
H -10.2122 -10.8195 -1.7581 0.2 0.2 -0.1
H 6.6037 8.2933 -3.9287 0.0 -0.2 -0.1
H 2.6125 2.1693 -8.4874 0.0 0.1 0.2
H 0.6607 2.8324 4.4108 0.6 -2.1 1.1
H -3.4169 3.4677 -0.2734 2.2 -0.4 -0.9
H 8.9973 -1.3083 -5.2861 -0.1 -0.2 0.1
H 0.5194 1.6451 -2.3282 1.6 2.0 0.5
H -10.1448 -3.7123 1.0963 0.1 -0.2 -0.1
H -1.3597 1.9888 1.1002 0.1 1.9 -1.1
H 0.7966 -1.3216 10.2605 0.2 0.1 -0.1
H 1.3787 -1.7225 -4.0002 2.1 0.9 1.0
H 4.4529 -2.6791 3.8157 -2.2 -0.1 -1.2
H -0.6882 1.3915 8.8048 0.2 0.2 0.0
H 2.3122 2.6536 0.0503 -2.4 -0.7 -0.6
H 3.3396 3.2913 -1.8784 -1.6 -1.0 -1.5
H 6.2342 6.0289 6.5223 -0.2 -0.1 -0.1
H -9.1447 -10.8762 1.4886 0.2 0.0 -0.1
H 7.6198 7.0658 -3.1535 -0.1 0.1 -0.1
H 1.7353 -1.0751 1.0759 1.3 -1.7 -0.6
H -9.4718 -5.9294 -1.3276 0.2 0.3 0.0
H 6.4639 5.4851 -4.3171 0.1 0.0 -0.2
H 7.4741 -1.3015 -6.9797 -0.2 0.1 0.1
H 1.2119 -0.8555 8.6213 0.1 0.1 0.1
H 2.8787 0.2827 -5.0476 -1.2 0.1 2.2
H -3.4094 2.0929 -2.2881 2.4 -0.2 1.1
H -8.4687 -11.1065 -2.0115 0.0 0.0 0.2
H -1.9434 4.2686 -1.2128 -1.0 -2.1 1.2
H -8.6484 -2.7509 0.9448 -0.2 0.1 -0.1
H 2.5404 3.4592 -3.5867 -0.1 -1.5 2.0
H -9.8124 -9.2434 0.0475 0.0 -0.1 -0.2
H 8.1939 5.2800 -6.0110 -0.2 0.0 -0.2
H -0.1137 1.3700 5.3233 1.9 0.6 -1.0
H 2.0117 5.0334 -8.9200 0.3 -0.1 0.1
H 4.7588 6.6266 7.3059 0.1 -0.2 0.0
H 0.9391 3.0864 -6.9831 0.2 -0.1 0.2
H 0.3788 0.8207 10.9120 0.0 0.1 -0.2
H 8.2753 -2.8255 -4.7233 -0.1 0.2 -0.1
H -7.4691 -10.4348 1.1179 -0.2 0.0 -0.1
```
Forces are in eV/Å.

3.
ORCA calculation (ωB97M-V with the def2-TZVPD basis set) on a structure of composition C12H32Ba2FO12S4 in a non-equilibrium geometry.

Output
* ⟨S²⟩: 0.75
* charge: +2
* total energy: -3122.311652 Ha
* multiplicity: 2
* LUMO energy (spin up / spin down): -6.0852 / -6.8004 eV
* molar mass: 790.30 Da
* HOMO (spin up / spin down): -11.54 / -14.96 eV

```
63
Properties=species:S:1:pos:R:3:forces:R:3
Ba 6.2405 -5.6403 0.3870 1.1 -0.3 0.9
Ba 3.5935 -4.1090 2.7699 0.4 0.1 1.7
S 9.9771 -5.7468 2.3661 2.9 -1.1 0.0
S 6.2745 -8.6991 5.9276 1.5 -0.4 1.3
S 3.1557 -4.7354 6.6816 1.2 -2.6 3.2
S 6.3460 -1.6938 4.7225 1.7 1.7 -0.2
F 5.8243 -5.5304 3.0525 -0.9 0.5 -1.5
O 2.7636 -4.2064 5.3805 -0.6 0.3 -0.3
O 2.8252 -6.3911 6.6645 1.1 3.3 -1.1
O 2.6627 -4.2327 7.9703 0.8 -0.3 -3.2
O 10.8841 -4.4114 2.7468 -3.3 -0.9 -2.1
O 6.3439 -0.2367 4.8349 -0.3 -2.7 0.1
O 10.8596 -6.7736 1.7675 -2.2 2.2 1.5
O 5.0961 -2.4300 4.6398 0.4 0.1 -0.2
O 7.2978 -2.3733 5.8943 -3.2 -1.5 -2.7
O 7.2010 -10.0680 6.2640 -1.9 2.0 0.1
O 8.8119 -5.3398 1.5400 0.9 0.1 1.1
O 7.2096 -7.5559 5.9438 -1.7 -1.5 -0.1
O 5.0699 -8.7248 6.7438 1.9 0.2 -1.2
C 9.4270 -6.1267 4.1337 0.5 0.6 -2.6
C 9.0129 -10.9716 7.5875 -0.6 -0.3 -0.1
C 1.4471 -6.7468 6.3868 0.0 -1.9 0.7
C 1.4047 -7.9180 5.3581 -1.3 1.1 0.6
C 5.8500 -9.0873 4.2420 0.6 0.5 0.4
C 12.1915 -4.4432 3.2293 1.8 -0.6 1.6
C 12.3562 -3.2382 4.0738 0.0 2.3 0.4
C 7.4533 -2.1320 3.3829 -0.8 -0.5 -0.1
C 8.6336 -2.3000 7.9271 -0.2 0.5 -0.5
C 8.5703 -9.8587 6.6080 1.4 -0.1 1.0
C 8.0060 -1.5213 6.6767 2.1 1.4 4.0
C 5.0250 -4.7712 6.5688 -1.3 0.1 0.9
H 8.6712 -10.7629 8.6013 -0.1 0.5 -0.1
H 9.0885 -1.5861 8.6138 0.1 0.3 -0.3
H 8.4161 -2.0170 3.8808 0.2 0.2 -0.8
H 11.6032 -3.0726 4.8442 -0.2 -0.7 0.2
H 1.1570 -7.0565 7.3907 -0.6 -0.5 -0.3
H 7.3693 -0.6948 6.9924 0.0 -0.1 0.4
H 8.5323 -11.9315 7.3984 0.3 -0.1 -0.5
H 7.9968 -2.8724 8.6016 -0.8 0.1 -0.5
H 8.4668 -6.6033 3.9366 0.1 -0.1 0.9
H 1.6803 -7.5910 4.3554 0.7 -0.1 0.1
H 12.2576 -2.3178 3.4981 0.3 0.0 -0.3
H 1.8152 -8.8710 5.6920 0.5 0.4 -0.1
H 8.8492 -1.0411 6.1801 0.1 -0.2 -0.5
H 9.4144 -3.0050 7.6415 0.1 0.2 -0.4
H 5.3660 -3.7526 6.7541 -0.4 0.2 -0.8
H 10.2468 -6.7086 4.5550 -0.4 -0.2 0.0
H 13.3201 -3.2021 4.5814 0.1 -0.2 -0.2
H 9.4014 -5.1210 4.5533 -0.5 -0.3 0.2
H 7.2384 -1.5872 2.4636 0.4 0.8 0.5
H 10.0913 -11.0985 7.6821 0.0 0.1 -0.4
H 5.1933 -5.2122 5.5862 0.5 0.2 0.2
H 0.3458 -8.1250 5.2034 -0.3 -0.1 0.2
H 5.5500 -5.2617 7.3884 -0.7 -0.9 -0.1
H 4.9314 -9.6696 4.3142 0.2 -0.1 -0.5
H 7.2952 -3.1591 3.0540 0.1 -0.4 0.7
H 8.8068 -8.9571 7.1731 -0.9 0.4 -0.2
H 12.9823 -4.4704 2.4796 -0.5 -0.2 -0.4
H 12.3801 -5.2374 3.9516 -0.3 -0.8 -0.5
H 0.7446 -5.9509 6.1393 0.6 0.4 -0.4
H 9.1094 -9.7082 5.6727 0.4 -0.7 0.0
H 5.7856 -8.1364 3.7130 -0.6 0.1 0.2
H 6.7348 -9.5698 3.8269 -0.4 -0.5 0.0
```
Forces are in eV/Å.

Question: Among the records above, which one has the lowest total energy?
Answer: C59H95ClNO21

Question: What is the molar mass in the second record?
Answer: 1189.85 Da